# 1
ORCA calculation (ωB97M-V/def2-TZVPD) on a structure of composition C47H36MnN9O4Te in a non-equilibrium geometry.

Structure (XYZ):
```
98
Properties=species:S:1:pos:R:3:lowdin_spin:R:1
Mn -0.3038 -0.1831 -1.1085 4.631
O 5.6353 2.5908 -5.4972 0.000
N 4.4660 2.8363 -5.3085 0.000
O 3.8549 3.7287 -5.8565 0.000
C 3.7247 1.9823 -4.3341 0.000
C 4.4029 0.9429 -3.8430 0.000
C 3.7968 0.0388 -2.9185 0.001
C 4.5196 -1.0105 -2.3355 0.001
C 3.9071 -1.8021 -1.4019 0.001
C 2.5700 -1.5408 -1.0958 0.008
N 1.8554 -0.6017 -1.6741 0.036
C 2.4584 0.2047 -2.5668 0.004
C 1.7092 1.3194 -3.1197 0.003
N 0.4173 1.4467 -2.7380 0.029
C -0.2266 2.5377 -3.0753 0.004
C 0.3419 3.5562 -3.8398 0.001
C 1.6197 3.4068 -4.3008 0.000
C 2.3530 2.2548 -3.9515 0.001
H 5.4301 0.7998 -4.1463 0.000
H 5.5555 -1.1653 -2.6167 0.000
H 4.4338 -2.6043 -0.9032 0.000
H 2.0698 -2.1140 -0.3191 0.002
H -1.2463 2.6268 -2.7256 0.001
H -0.2258 4.4488 -4.0665 0.000
H 2.0693 4.1688 -4.9138 0.000
N -0.8435 -4.0791 -3.1490 0.003
C -0.1468 -3.3609 -2.2676 0.007
N -0.6588 -2.1507 -2.1978 0.030
C -1.6997 -2.2057 -3.0771 0.004
N -1.8406 -3.3563 -3.6775 0.001
C -2.6137 -1.0649 -3.2643 0.003
C -3.7023 -1.1323 -4.1252 0.001
N -4.5645 -0.1278 -4.2404 0.000
C -4.3484 0.9280 -3.4678 0.001
C -3.2674 0.9858 -2.6015 0.003
N -2.3806 0.0002 -2.5176 0.028
H -0.7049 -5.0335 -3.4389 0.000
H 0.6992 -3.7429 -1.7170 0.000
H -3.8706 -2.0245 -4.7175 0.000
H -5.0541 1.7477 -3.5389 0.000
H -3.1274 1.8339 -1.9415 0.000
C 0.1123 3.1501 5.3028 0.001
C 0.1907 2.5802 3.9035 0.006
C 1.2379 2.9033 3.0461 0.000
C 1.3324 2.4124 1.7509 0.008
C 2.5110 2.7486 0.8920 0.002
O 2.9116 2.0102 0.0098 0.003
C 3.1960 4.0766 1.0834 0.000
C 2.5073 5.2348 1.4348 0.000
C 3.1833 6.4413 1.5563 0.000
C 4.5531 6.4952 1.3404 0.000
C 5.2448 5.3448 0.9805 0.000
C 4.5659 4.1444 0.8431 0.000
C 0.3264 1.5308 1.2749 0.014
O 0.3564 1.0858 0.0717 0.089
C -0.7319 1.1511 2.1457 0.008
C -0.7733 1.7098 3.4340 -0.001
C -1.7504 0.1567 1.7458 0.009
N -1.7811 -0.4441 0.5921 0.045
C -2.7574 -1.5308 0.3804 0.004
C -2.1154 -2.8703 0.7420 0.001
Te -3.2435 -4.4963 -0.0817 0.001
C -2.1627 -5.9573 0.9889 0.000
C -2.6524 -6.4361 2.2004 0.000
C -1.9342 -7.3942 2.9080 0.000
C -0.7316 -7.8762 2.4089 0.000
C -0.2401 -7.3978 1.2011 0.000
C -0.9554 -6.4419 0.4901 0.000
C -2.7854 -0.1611 2.7944 0.002
C -4.0415 0.4331 2.7504 0.000
C -5.0001 0.1146 3.7023 0.000
C -4.7071 -0.7969 4.7073 0.000
C -3.4481 -1.3787 4.7665 0.000
C -2.4880 -1.0584 3.8150 0.001
H 0.9530 3.8135 5.5053 0.000
H 0.1182 2.3606 6.0569 0.000
H -0.8058 3.7248 5.4422 0.000
H 2.0264 3.5481 3.4202 0.000
H 1.4350 5.1994 1.5899 0.000
H 2.6400 7.3395 1.8230 0.000
H 5.0814 7.4340 1.4511 0.000
H 6.3123 5.3869 0.8030 0.000
H 5.0866 3.2409 0.5518 0.000
H -1.5878 1.4422 4.0962 0.000
H -3.0214 -1.5248 -0.6775 0.001
H -3.6817 -1.4021 0.9397 0.001
H -2.0678 -3.0029 1.8206 0.000
H -1.1044 -2.9257 0.3394 0.001
H -3.5909 -6.0641 2.5916 0.000
H -2.3195 -7.7646 3.8500 0.000
H -0.1794 -8.6293 2.9577 0.000
H 0.6969 -7.7755 0.8077 0.000
H -0.5775 -6.0771 -0.4575 0.000
H -4.2668 1.1492 1.9672 0.000
H -5.9764 0.5801 3.6592 0.000
H -5.4567 -1.0471 5.4476 0.000
H -3.2087 -2.0758 5.5599 0.000
H -1.4984 -1.5000 3.8691 0.000
```

Properties
LUMO energy (alpha / beta) = -3.2 / -3.2 eV
⟨S²⟩ = 8.75
E_HOMO (alpha / beta) = -9.72 / -9.90 eV
net charge = +1
Kohn-Sham gap (alpha / beta) = 6.51 / 6.70 eV
2S+1 = 6

=====

# 2
ORCA calculation (ωB97M-V/def2-TZVPD) on a structure of composition C34H41BrFIrN3O10SSi in a non-equilibrium geometry.

Structure (XYZ):
```
93
Properties=species:S:1:pos:R:3:lowdin_spin:R:1
Ir 0.0000 0.0000 0.0000 0.431
O 2.2666 -2.6344 -2.0469 0.001
C 1.6244 -1.6580 -1.5394 0.001
O 0.8454 -1.6886 -0.5408 -0.005
C 1.7717 -0.2931 -2.1569 0.010
C 2.5917 -0.0802 -3.2651 -0.005
C 2.6909 1.2027 -3.7955 0.007
C 1.9712 2.2360 -3.2078 0.001
C 1.1792 1.9410 -2.1093 0.005
N 1.0618 0.7110 -1.5723 0.018
H 3.1380 -0.9143 -3.6957 0.000
H 3.3236 1.3866 -4.6569 0.001
H 2.0243 3.2460 -3.5938 0.000
H 0.5971 2.7101 -1.6128 0.000
Br -2.2704 0.4351 0.8932 0.115
C -3.1603 0.2565 -0.7643 0.010
C -4.5440 0.4155 -0.8298 0.004
C -5.1948 0.2826 -2.0555 0.001
C -4.4627 -0.0083 -3.2099 0.001
C -3.0682 -0.1702 -3.1525 0.002
C -2.3020 -0.4630 -4.2929 -0.001
C -0.9167 -0.6173 -4.1983 0.001
C -0.2828 -0.4809 -2.9653 0.006
C -1.0311 -0.1907 -1.8268 0.040
C -2.4153 -0.0342 -1.9077 0.011
H -5.1193 0.6420 0.0638 0.004
H -6.2736 0.4054 -2.1139 0.000
H -4.9890 -0.1083 -4.1570 0.000
H -2.7800 -0.5730 -5.2638 0.000
H -0.3334 -0.8438 -5.0872 0.001
H 0.7936 -0.5991 -2.8822 0.002
O 1.6677 0.4793 0.4733 0.318
C -2.2498 -4.1093 1.9483 0.000
C -1.9103 -4.0068 3.4430 0.000
C -2.8417 -2.9959 4.1342 0.000
C -2.1761 -5.3874 4.0765 0.000
O -0.5052 -3.8110 3.6120 0.001
Si 0.3128 -2.3848 3.7870 0.001
S 0.1620 -1.2802 2.0376 0.005
O 1.9017 -2.7063 4.1072 0.000
C 2.8229 -3.4718 3.3283 0.000
C 3.6894 -2.5218 2.4872 0.000
C 2.2426 -4.5887 2.4433 0.000
C 3.7398 -4.1397 4.3725 0.000
O -0.3368 -1.5285 5.0431 0.000
C 0.1265 -0.2994 5.6055 0.000
C -0.3226 -0.3684 7.0791 0.000
C 1.6464 -0.0620 5.5976 0.000
C -0.6026 0.8858 4.9544 0.000
H -3.2670 -4.4854 1.7928 0.000
H -1.5502 -4.7763 1.4318 0.000
H -2.1860 -3.1367 1.4530 0.000
H -3.8916 -3.2935 4.0326 0.000
H -2.7493 -1.9939 3.7026 0.000
H -2.6185 -2.9163 5.2039 0.000
H -3.2242 -5.6891 3.9773 0.000
H -1.9185 -5.3800 5.1423 0.000
H -1.5494 -6.1582 3.6123 0.000
H 3.1155 -2.0653 1.6762 0.000
H 4.5373 -3.0466 2.0337 0.000
H 4.0777 -1.7000 3.1000 0.000
H 1.6108 -4.1922 1.6425 0.000
H 1.6334 -5.2857 3.0292 0.000
H 3.0418 -5.1664 1.9646 0.000
H 4.1986 -3.3901 5.0282 0.000
H 4.5391 -4.7225 3.9026 0.000
H 3.1623 -4.8073 5.0230 0.000
H 0.1451 -1.2204 7.5867 0.000
H -1.4060 -0.5222 7.1513 0.000
H -0.0664 0.5434 7.6290 0.000
H 2.1815 -0.8958 6.0652 0.000
H 1.9058 0.8515 6.1451 0.000
H 2.0369 0.0516 4.5811 0.000
H -1.6804 0.6971 4.8913 0.000
H -0.2509 1.0646 3.9347 0.000
H -0.4447 1.8123 5.5175 0.000
F 2.1628 6.8599 -0.4610 0.000
C 1.1387 6.2209 -1.0567 0.000
C 0.3196 5.4022 -0.3998 0.000
N -0.7324 4.7649 -1.0342 0.000
C -1.5436 3.8122 -0.2466 0.002
C -0.7511 2.6353 0.3649 0.003
O -0.8017 2.5645 1.6280 0.002
O -0.1171 1.9114 -0.4542 0.003
C -0.9881 4.9334 -2.3881 0.000
O -1.9340 4.4489 -3.0066 0.000
N -0.1140 5.7641 -3.0517 0.000
C 0.9299 6.4558 -2.4971 0.000
O 1.6259 7.2267 -3.1519 0.000
H 0.4592 5.1975 0.6579 0.000
H -2.3364 3.3867 -0.8720 0.000
H -2.0376 4.3884 0.5458 0.000
H -0.2939 5.8975 -4.0320 0.000
```

Properties
LUMO energy (alpha / beta) = 4.1 / 4.1 eV
⟨S²⟩ = 0.77
E_HOMO (alpha / beta) = -0.04 / -0.92 eV
net charge = -2
Kohn-Sham gap (alpha / beta) = 4.17 / 5.05 eV
2S+1 = 2

=====

# 3
ORCA calculation (ωB97M-V/def2-TZVPD) on the molecule C4H7N3 in a non-equilibrium geometry.

Structure (XYZ):
```
14
Properties=species:S:1:pos:R:3:mulliken_charge:R:1
H -3.9651 -1.2438 -0.0665 0.254
N -3.4388 -0.3014 -0.2001 -0.544
C -2.1039 -0.1986 -0.2275 0.125
N -1.5292 1.2588 0.0644 -0.405
C -0.2826 0.9547 0.1444 0.095
N 0.6285 -0.1436 -0.4282 -0.252
C 1.6761 -0.6574 0.4536 -0.371
C 1.9722 0.3201 -0.6159 -0.318
H -1.4085 -1.2314 0.0365 0.159
H 0.0025 1.7822 0.6987 0.372
H 1.8678 -1.7138 0.2680 0.240
H 1.9570 -0.3708 1.5902 0.207
H 2.1581 1.3459 -0.0496 0.209
H 2.4657 0.1992 -1.6680 0.229
```

Properties
LUMO energy = 0.8 eV
structure (SMILES) = [H]/N=C/N=C\N1CC1
E_HOMO = -9.32 eV
Kohn-Sham gap = 10.09 eV
2S+1 = 1
energy relative to the best compared isomer or geometry (same formula, charge and spin) = 5.727 eV

=====

# 4
ORCA calculation (ωB97M-V/def2-TZVPD) on the molecule C3H3NO2 in a non-equilibrium geometry.

Structure (XYZ):
```
9
Properties=species:S:1:pos:R:3:mulliken_charge:R:1
C 0.5127 -0.5332 0.8417 -0.819
C -0.2075 0.4194 0.2308 0.628
C -0.9527 1.3674 1.4211 0.205
N -1.2919 2.2342 2.1064 -0.416
O -0.2280 0.9782 -0.9166 -0.197
O -1.6040 1.2611 -1.3227 -0.305
H 1.1991 -1.1440 0.3078 0.315
H 0.7325 -0.5926 1.9428 0.245
H -1.6998 2.2298 -1.3891 0.344
```

Properties
LUMO energy = 0.0 eV
structure (SMILES) = C=C(C#N)OO
E_HOMO = -10.43 eV
Kohn-Sham gap = 10.45 eV
2S+1 = 1
energy relative to the best compared isomer or geometry (same formula, charge and spin) = 5.846 eV

=====

# 5
ORCA calculation (ωB97M-V/def2-TZVPD) on a cluster of 2 separate species, C2H7N2S in total in a non-equilibrium geometry.

Structure (XYZ):
```
12
Properties=species:S:1:pos:R:3:mulliken_charge:R:1
C -0.5019 -0.1340 -0.0064 0.722
C 0.9730 -0.4672 0.1776 -0.672
N -1.1488 -0.1458 -1.2066 -0.420
N -1.2439 0.1683 1.0843 -0.368
S 1.8556 0.9953 -0.6534 -0.171
H 1.2709 -0.4485 1.6726 0.290
H 1.3331 -1.5029 -0.1792 0.366
H -0.5466 0.0438 -1.9816 0.307
H -2.1084 0.2818 -1.3085 0.268
H -0.8952 0.1374 2.0498 0.245
H -2.1556 0.5493 0.8578 0.216
H 3.1677 0.5225 -0.5064 0.217
```

Properties
LUMO energy = -4.4 eV
E_HOMO = -13.68 eV
net charge = +1
Kohn-Sham gap = 9.27 eV
2S+1 = 1
energy relative to the best compared isomer or geometry (same formula, charge and spin) = 1.929 eV

=====

# 6
ORCA calculation (ωB97M-V/def2-TZVPD) on a structure of composition C25H4F15GeNO4SW.

Structure (XYZ):
```
52
Properties=species:S:1:pos:R:3:mulliken_charge:R:1
W 1.6089 -0.1388 0.6611 1.528
O 3.3712 2.5476 3.4493 -0.371
C 2.9940 1.8784 2.4196 0.440
O 2.3132 0.8367 2.4688 -0.701
C 3.4195 2.3594 1.0868 0.512
C 4.2483 3.4115 0.7589 -0.595
C 4.5676 3.5794 -0.5920 -0.415
C 4.0866 2.6920 -1.5461 -0.786
C 3.2666 1.6619 -1.1154 1.224
N 2.9338 1.5351 0.1578 -0.209
C 2.6929 0.5533 -1.9566 -0.102
O 2.6827 0.4797 -3.1283 -0.413
O 2.1608 -0.4330 -1.1200 -0.545
H 3.0783 2.1504 4.2918 0.427
H 4.6431 4.0670 1.5230 0.581
H 5.2145 4.3951 -0.8869 0.499
H 4.3399 2.7729 -2.5950 0.568
F -3.6084 -1.7313 1.5532 -0.322
C -2.9575 -0.7190 2.1066 0.857
C -1.7543 -0.2957 1.5707 0.089
C -1.1622 0.7710 2.1903 0.396
F 0.0693 1.2286 1.6478 -0.296
C -1.6434 1.4357 3.2889 -0.254
F -0.9885 2.4482 3.8383 -0.257
C -2.8530 0.9812 3.8085 0.731
F -3.3674 1.5712 4.8627 -0.256
C -3.5096 -0.0926 3.2188 -0.016
F -4.6514 -0.5085 3.7200 -0.233
Ge -0.8571 -0.9796 -0.0148 -1.108
S 1.8738 -2.0331 1.4452 0.109
C -1.0309 -2.8605 -0.3351 0.535
C -1.2127 -3.7516 0.7136 0.015
F -1.2154 -3.2828 1.9719 -0.384
C -1.3764 -5.1056 0.5088 0.165
F -1.5559 -5.9249 1.5299 -0.256
C -1.3442 -5.5991 -0.7914 0.594
F -1.4976 -6.8851 -1.0047 -0.249
C -1.1369 -4.7383 -1.8622 0.165
F -1.0870 -5.2095 -3.0946 -0.253
C -0.9753 -3.3878 -1.6180 0.314
F -0.7460 -2.5755 -2.6547 -0.347
C -1.3234 0.1789 -1.5049 -0.512
C -2.4000 -0.1112 -2.3279 1.117
F -3.1383 -1.1902 -2.0782 -0.321
C -2.7474 0.6995 -3.3976 0.118
F -3.7755 0.3952 -4.1618 -0.243
C -2.0029 1.8422 -3.6572 0.704
F -2.3161 2.6206 -4.6673 -0.255
C -0.9261 2.1707 -2.8406 0.041
F -0.2059 3.2605 -3.0671 -0.279
C -0.6304 1.3351 -1.7888 0.431
F 0.4320 1.6944 -0.9851 -0.178
```

Properties
LUMO energy = -8.5 eV
E_HOMO = -14.58 eV
net charge = +2
Kohn-Sham gap = 6.04 eV
2S+1 = 1
energy relative to the best compared isomer or geometry (same formula, charge and spin) = 0.000 eV

=====

# 7
ORCA calculation (ωB97M-V/def2-TZVPD) on a cluster of 2 separate species, C4H10NO2 in total in a non-equilibrium geometry.

Structure (XYZ):
```
17
Properties=species:S:1:pos:R:3:mulliken_charge:R:1
C -0.6134 1.5812 1.7397 0.186
C 0.2877 -1.0641 -0.7812 1.091
C -0.0243 -2.4862 -1.0276 -1.347
C 0.9518 -0.1942 -1.8059 -1.189
N -0.9467 2.4829 2.6256 -0.281
O 0.0421 -0.6027 0.2773 -0.478
O 0.1668 1.7551 0.8187 -0.521
H -1.2085 0.6829 1.7443 0.345
H -1.1186 -2.7513 -1.2228 0.308
H 0.2273 -3.2106 -0.2683 0.367
H 0.4177 -2.6943 -1.9037 0.413
H 0.4738 0.8571 -1.8607 0.400
H 0.9395 -0.6240 -2.8516 0.344
H 2.0276 -0.1219 -1.6121 0.346
H -0.5990 3.4461 2.3920 0.284
H -1.2949 2.2129 3.4820 0.251
H 0.2712 0.7310 0.2543 0.479
```

Properties
LUMO energy = -3.2 eV
E_HOMO = -15.18 eV
net charge = +1
Kohn-Sham gap = 11.94 eV
2S+1 = 1
energy relative to the best compared isomer or geometry (same formula, charge and spin) = 1.579 eV